1.
Formula: C22H35N3O
Source: the OMol25 dataset
Level of theory: ωB97M-V/def2-TZVPD

Cartesian coordinates (Å):
C  6.4186  1.0415  -1.0919
H  6.3074  2.0649  -0.7406
H  6.6659  0.4114  -0.2411
H  7.2357  1.0032  -1.8075
C  5.1215  0.5619  -1.7440
N  4.0205  0.5950  -0.8215
C  3.1266  1.6226  -0.6854
C  2.2554  1.3755  0.3348
C  2.6252  0.1075  0.8770
C  2.1171  -0.6782  1.9102
C  2.7188  -1.8876  2.1717
C  3.8160  -2.3276  1.4257
C  4.3405  -1.5696  0.4020
C  3.7376  -0.3469  0.1288
H  5.1880  -1.9211  -0.1679
H  4.2607  -3.2841  1.6596
H  2.3418  -2.5158  2.9661
H  1.2691  -0.3354  2.4834
C  1.0817  2.1873  0.7739
N  -0.1222  1.3809  0.6603
C  -1.2777  1.9264  1.3321
C  -2.3884  0.8800  1.3242
N  -2.6987  0.4898  -0.0378
C  -3.8770  -0.3535  -0.1341
H  -3.8913  -1.1310  0.6465
C  -5.1540  0.4882  -0.0558
H  -5.3254  0.8140  0.9715
H  -4.9967  1.3795  -0.6660
C  -6.4005  -0.2489  -0.5553
C  -6.7416  -1.4445  0.3313
H  -6.8874  -1.1229  1.3605
H  -7.6585  -1.9194  -0.0115
H  -5.9482  -2.1867  0.3100
C  -7.5852  0.7144  -0.6089
H  -8.4715  0.2106  -0.9880
H  -7.8075  1.0963  0.3854
H  -7.3661  1.5583  -1.2591
H  -6.2045  -0.6130  -1.5705
H  -3.8515  -0.8536  -1.1060
C  -1.5279  -0.0188  -0.7378
C  -0.4644  1.0834  -0.7126
H  -0.8571  1.9775  -1.2333
H  0.4407  0.7493  -1.2229
C  -0.9425  -1.3364  -0.1792
H  -0.1061  -1.1008  0.4791
H  -1.7038  -1.8608  0.4002
C  -0.4672  -2.2930  -1.2741
O  0.6147  -1.8110  -2.0349
H  0.3523  -0.9789  -2.4426
H  -0.1039  -3.2180  -0.8194
H  -1.3114  -2.5426  -1.9375
H  -1.8447  -0.1766  -1.7788
H  -2.0728  0.0179  1.9356
H  -3.2864  1.3083  1.7732
H  -1.6424  2.8463  0.8382
H  -1.0131  2.1681  2.3647
H  1.0210  3.1189  0.1817
H  1.1955  2.4614  1.8281
H  3.1761  2.4723  -1.3417
H  5.2432  -0.4630  -2.1071
H  4.8759  1.2008  -2.5972

**SMILES**: CCn1cc(CN2CCN(CCC(C)C)[C@H](CCO)C2)c2ccccc21
**E_tot**: -29900.05826 eV
**Frontier orbital gap**: 8.49 eV
**ΔE to the lowest compared entry with this formula, charge and spin**: 30.01 kcal/mol

2.
Formula: C19H46B2F11N5O7
Source: the OMol25 dataset
Level of theory: ωB97M-V/def2-TZVPD

Cartesian coordinates (Å):
C  4.9991  2.6780  -4.8770
C  4.1967  3.6048  -3.8626
O  3.1275  3.9528  -4.1959
N  4.6470  3.7904  -2.4163
H  3.9409  3.3278  -1.8618
H  5.5403  3.3320  -2.3069
C  4.7620  5.3170  -1.9841
H  4.2543  2.4873  -5.6495
H  5.1637  1.7753  -4.2886
H  5.8668  3.2758  -5.1561
H  4.8717  5.4026  -0.9030
H  3.7530  5.6901  -2.1595
H  5.5569  5.7479  -2.5929
C  -3.8796  4.9032  -5.5489
C  -3.9905  3.7674  -4.6165
O  -4.0127  2.5972  -5.0153
N  -4.0847  4.1376  -3.2055
H  -3.4221  4.8920  -3.0958
H  -4.9939  4.5084  -2.9689
C  -3.5374  3.1812  -2.1374
H  -2.8067  5.0522  -5.6703
H  -4.2055  5.9042  -5.2662
H  -4.2345  4.6663  -6.5519
H  -3.4087  3.8720  -1.3040
H  -2.5694  2.7697  -2.4233
H  -4.1579  2.3129  -1.9158
C  -3.2861  -4.1557  3.7261
C  -4.1856  -4.4971  2.5818
O  -4.9588  -3.7240  1.9750
N  -4.0010  -5.9261  2.1020
H  -3.0784  -6.1741  1.7745
H  -4.0408  -6.5647  2.8835
C  -5.1246  -6.4861  1.2259
H  -3.4047  -3.1415  4.1076
H  -2.2513  -4.3326  3.4326
H  -3.4258  -4.8001  4.5940
H  -4.8794  -6.3419  0.1737
H  -6.0682  -5.9642  1.3844
H  -5.2352  -7.5633  1.3507
C  -3.5348  4.4364  6.1070
C  -2.7112  3.6773  5.0755
O  -3.1533  2.5891  4.6660
N  -1.2061  3.8628  5.1959
H  -0.8434  3.5690  4.3002
H  -1.0519  4.8453  5.3717
C  -0.6119  3.0650  6.3846
H  -4.5739  4.2306  5.8501
H  -3.5071  5.5181  5.9761
H  -3.3928  4.2867  7.1773
H  -0.9856  2.0418  6.3458
H  -0.9032  3.5401  7.3213
H  0.4677  2.9823  6.2590
C  7.0216  -6.7178  1.5352
C  6.1858  -5.8309  2.4595
O  5.4624  -6.2438  3.3751
N  6.5500  -4.3173  2.4459
H  7.4651  -4.0554  2.7838
H  6.6731  -4.0646  1.4758
C  5.5120  -3.3407  3.0592
H  8.0484  -6.4756  1.8093
H  6.9980  -6.4061  0.4910
H  6.8812  -7.7977  1.5812
H  5.3549  -3.6624  4.0887
H  4.5923  -3.3707  2.4750
H  5.9876  -2.3749  2.8885
C  -0.0435  -4.7227  -1.7402
O  -1.3431  -4.8810  -2.4513
O  -0.0339  -5.7563  -0.7728
C  1.2548  -4.6735  -2.6676
F  1.4132  -3.5201  -3.3508
F  2.4242  -5.0287  -2.0938
F  1.0550  -5.5439  -3.5246
C  -1.5905  -4.0716  -3.5660
C  -3.0992  -4.1755  -3.7176
H  -3.6167  -3.7746  -2.8460
H  -3.3758  -3.7216  -4.6692
H  -3.4395  -5.2005  -3.8648
H  -1.1536  -4.4806  -4.4770
H  -1.3416  -3.0169  -3.4491
H  -0.1575  -3.7560  -1.2496
B  1.7609  1.4572  1.0256
F  1.0413  2.6416  0.9247
F  2.9232  1.9513  1.4849
F  1.1728  0.6307  1.9499
F  1.9155  0.9290  -0.1921
B  -1.9892  8.2756  -1.3256
F  -1.8354  9.6458  -1.3499
F  -1.2406  7.6557  -0.2604
F  -3.3350  8.0770  -1.1350
F  -1.5270  7.7984  -2.5182

**E_tot**: -73463.79842 eV
**Charge**: +2
**Frontier orbital gap**: 3.07 eV
**ΔE to the lowest compared entry with this formula, charge and spin**: 148.73 kcal/mol

3.
Formula: C17H28PRe
Source: the OMol25 dataset
Level of theory: ωB97M-V/def2-TZVPD

Cartesian coordinates (Å):
C  -0.6980  -3.9361  -1.4065
C  -2.0551  -3.5541  -1.7926
C  0.3068  -4.1493  -2.4419
C  -0.4600  -4.4504  -0.0598
H  0.2303  -5.1610  -2.8972
H  1.3308  -4.0655  -2.0447
H  0.2034  -3.4288  -3.2685
H  -2.6722  -4.4300  -2.0885
H  -2.0593  -2.8674  -2.6528
H  -2.5909  -3.0640  -0.9651
H  -0.7040  -5.5321  0.0257
H  -1.0802  -3.9348  0.6892
H  0.5935  -4.3471  0.2409
C  0.5957  2.2889  -1.7177
C  1.2490  1.1609  -2.3164
C  0.2578  0.1283  -2.4701
H  2.2218  1.1849  -2.7812
C  -0.9943  0.6613  -2.0309
C  -0.7994  1.9700  -1.6050
H  -1.6011  2.6193  -1.3115
H  1.0289  3.2677  -1.5956
H  0.3638  -0.7776  -3.0462
H  -1.9504  0.1704  -2.0569
C  1.6520  0.1936  1.8248
C  2.5231  0.8949  0.9325
C  2.8485  -0.0047  -0.1342
H  3.0056  1.8273  1.1655
C  2.0362  -1.1768  0.0341
C  1.3444  -1.0468  1.2811
H  0.7463  -1.8021  1.7679
H  1.3703  0.4945  2.8152
H  3.6192  0.1414  -0.8781
H  2.1333  -2.1097  -0.4919
Re  0.9026  0.5124  -0.3122
C  -1.9493  3.5567  3.0195
P  -0.9556  2.4395  1.9711
C  -1.1490  3.8553  0.7154
C  0.1564  2.2900  3.5019
H  -2.8347  3.8683  2.4697
H  -1.2156  4.3348  3.1328
H  -2.1552  3.0286  3.9495
H  -2.1412  3.6309  0.3256
H  -1.2254  4.8505  1.1653
H  -0.4950  3.8751  -0.1429
H  -0.1113  2.9341  4.3323
H  -0.0325  1.2758  3.8484
H  1.2101  2.3832  3.2998

**E_tot**: -29490.51802 eV
**Charge**: +1
**Frontier orbital gap (spin up / spin down)**: 6.83 / 6.85 eV
**2S+1**: 4
**<S²>**: 3.7684

4.
Formula: C33H56ClFNO11P
Source: the OMol25 dataset
Level of theory: ωB97M-V/def2-TZVPD

Cartesian coordinates (Å):
C  -6.9975  -0.6648  3.4293
C  -5.9636  0.3955  2.9848
C  -6.5875  1.7458  2.5617
C  -6.5989  2.0070  1.0369
C  -5.2444  1.8311  0.3775
C  -5.0477  0.6833  -0.3487
Cl  -6.3135  -0.5123  -0.4814
C  -3.8469  0.4171  -1.0044
C  -3.7282  -0.8526  -1.8114
C  -3.5872  -2.1790  -0.9776
C  -3.2149  -2.0212  0.5047
C  -1.7663  -1.6039  0.7923
C  -0.7090  -2.4526  0.0742
O  0.5047  -2.4434  0.8190
C  1.2298  -1.2439  0.6644
C  1.8921  -0.8520  1.9903
C  -2.8591  1.3508  -0.8601
C  -3.0172  2.5272  -0.1327
C  -4.2234  2.7805  0.4810
C  -4.4852  4.0687  1.2593
C  -3.9637  4.1185  2.7300
C  -3.2203  2.8921  3.2251
F  -3.1990  5.2750  2.8544
C  -1.8597  3.4837  -0.0338
O  -1.7566  4.2412  0.9182
C  -0.8109  3.4462  -1.1185
C  0.0936  4.6446  -1.4036
O  0.0207  5.6913  -0.4567
O  1.0381  5.5527  0.5018
C  -0.6484  2.3206  -1.8229
P  0.6142  2.1161  -3.1337
N  0.4182  0.8644  -4.0251
O  2.0232  2.0111  -2.3316
O  0.6309  3.4268  -4.1044
C  -1.5215  1.1273  -1.5154
O  -1.0967  0.0173  -1.7699
H  -7.7771  -0.2208  4.0505
H  -7.3853  -1.1994  2.5596
H  -6.4739  -1.3995  4.0495
H  -5.3238  -0.0609  2.2260
H  -5.3245  0.5756  3.8553
H  -7.6117  1.7773  2.9475
H  -6.0583  2.5391  3.0931
H  -6.9712  3.0268  0.9025
H  -7.3564  1.3525  0.6137
H  -4.6556  -0.9482  -2.3838
H  -2.9356  -0.8134  -2.5528
H  -4.5690  -2.6609  -0.9931
H  -2.9115  -2.8447  -1.5184
H  -3.3532  -3.0083  0.9666
H  -3.9113  -1.3636  1.0327
H  -1.5979  -1.7605  1.8657
H  -1.6061  -0.5348  0.6395
H  -1.0756  -3.4838  0.0343
H  -0.5098  -2.1250  -0.9518
H  0.6027  -0.3905  0.3663
H  1.9811  -1.3542  -0.1333
H  2.2943  0.1578  1.8475
H  2.6833  -1.5645  2.2218
H  1.1168  -0.7772  2.7549
H  -4.0174  4.8852  0.7067
H  -5.5590  4.2431  1.2318
H  -4.8407  4.2951  3.3613
H  -3.9450  2.1692  3.5909
H  -2.5014  2.4834  2.5192
H  -2.6424  3.2127  4.1003
H  -0.0613  5.0785  -2.3923
H  1.1252  4.2684  -1.3888
H  0.7903  4.8123  1.0811
H  0.3263  1.1524  -4.9933
H  1.8906  1.4090  -1.5844
H  1.5550  3.4955  -4.3952
C  5.0484  -3.2666  3.5948
O  5.3215  -2.4461  2.4719
C  6.3357  -1.4856  2.7301
C  7.6523  -1.8897  2.1036
O  8.2044  -3.0304  2.7443
C  8.0342  -4.2203  1.9943
H  4.3823  -4.0650  3.2705
H  5.9611  -3.7115  3.9989
H  4.5447  -2.6869  4.3760
H  6.4539  -1.3233  3.8056
H  6.0063  -0.5433  2.2797
H  8.3686  -1.0718  2.2325
H  7.5295  -2.0652  1.0308
H  8.6700  -4.2028  1.1027
H  6.9923  -4.3631  1.6970
H  8.3375  -5.0572  2.6216
C  5.3372  -0.2553  -4.5590
O  5.1312  -1.2602  -5.5349
C  5.6838  -2.5150  -5.1626
C  4.6109  -3.4727  -4.6919
O  4.0519  -3.0548  -3.4571
C  2.7749  -2.4537  -3.6047
H  4.7538  0.6171  -4.8500
H  5.0088  -0.5828  -3.5694
H  6.3952  0.0273  -4.5210
H  6.4513  -2.3903  -4.3928
H  6.1631  -2.9309  -6.0548
H  5.0651  -4.4548  -4.5229
H  3.8351  -3.5865  -5.4549
H  2.0321  -3.2104  -3.8790
H  2.7859  -1.6615  -4.3561
H  2.4883  -2.0206  -2.6475

**SMILES**: CCCCc1c(Cl)c(CCCCCOCC)c2c(c1C[C@@H](C)F)C(=O)C(COO)=C(P(=N)(O)O)C2=O.COCCOC.COCCOC
**E_tot**: -83665.26118 eV
**Frontier orbital gap**: 7.49 eV

| no. | strongest force on any atom (eV Å⁻¹) |
| --- | --- |
| 1 | 0.6 |
| 2 | 6.5 |
| 3 | 6.0 |
| 4 | 2.8 |